The following is a quantum chemistry calculation of a structure of composition C42H54F5P3SSiTi, from the OMol25 dataset.

E_LUMO (alpha / beta) = 0.414 / 0.379 eV
⟨S²⟩ = 2.01
Electronic energy = -4693.37949 Ha
2S+1 = 3
Net charge = 0

Structure (XYZ):
```
107
Properties=species:S:1:pos:R:3:mulliken_charge:R:1
Ti -0.6881 -0.1388 -0.0228 -1.850
C 0.5501 -0.6605 5.3441 -1.759
C 0.4080 0.2807 4.1476 0.826
C 1.6735 1.1312 4.0453 -1.355
P -0.0700 -0.5772 2.5508 1.185
C -1.6344 -1.4716 3.0995 2.155
C -2.5221 -0.5405 3.9353 -1.658
C -1.5386 -2.8736 3.6952 -2.027
C 1.3766 -1.7200 2.2919 0.712
C 1.6667 -2.7956 3.1375 -0.725
C 2.7859 -3.5936 2.9292 -1.168
C 3.6480 -3.3192 1.8781 -0.716
C 3.3859 -2.2425 1.0382 -0.551
C 2.2615 -1.4246 1.2180 -0.038
Si 1.7656 -0.0389 0.0142 0.044
C 2.3991 1.6028 0.7268 0.900
C 3.7062 1.8233 1.1871 -0.349
C 4.0863 3.0418 1.7294 -0.983
C 3.1586 4.0774 1.8100 -0.915
C 1.8660 3.8858 1.3441 0.107
C 1.4748 2.6569 0.8063 -1.335
P -0.2157 2.3472 0.1309 2.166
C 0.0056 3.0861 -1.5870 1.990
C -1.2394 2.9360 -2.4726 -1.946
C 0.4976 4.5311 -1.6465 -1.612
C -1.2621 3.5886 1.0277 0.121
C -1.1641 3.3553 2.5394 -1.126
C -2.7249 3.4567 0.5886 -1.525
C 2.6082 -0.0043 -1.6914 1.007
C 3.9510 0.3538 -1.8959 -0.365
C 4.4271 0.7205 -3.1482 -0.964
C 3.5495 0.7714 -4.2247 -1.145
C 2.2237 0.3975 -4.0557 -1.128
C 1.7518 -0.0217 -2.8089 0.784
P 0.0761 -0.7440 -2.5491 1.540
C -0.8946 -0.2453 -4.0530 0.747
C -2.3982 -0.3086 -3.7388 -1.124
C -0.6313 -0.9452 -5.3911 -1.924
C 0.5117 -2.5583 -2.7298 0.755
C -0.7175 -3.4474 -2.9802 -1.226
C 1.6415 -2.9183 -3.7013 -1.579
H 0.6992 -0.0545 6.2430 0.491
H 1.4294 -1.2989 5.2366 0.342
H -0.3174 -1.2942 5.5154 0.254
H -0.4222 0.9616 4.3427 0.754
H 2.5515 0.5042 3.8573 0.320
H 1.8342 1.6582 4.9932 0.539
H 1.6130 1.8737 3.2605 0.130
H -2.1594 -1.6024 2.1620 -0.975
H -2.1391 -0.3609 4.9394 0.243
H -3.5080 -1.0007 4.0377 0.499
H -2.6690 0.4262 3.4534 0.312
H -1.0771 -2.8850 4.6855 0.314
H -0.9860 -3.5435 3.0376 0.433
H -2.5513 -3.2786 3.8023 0.476
H 1.0063 -3.0384 3.9606 0.475
H 2.9767 -4.4327 3.5885 0.415
H 4.5188 -3.9437 1.7108 0.421
H 4.0613 -2.0403 0.2104 0.392
H 4.4296 1.0074 1.1637 0.384
H 5.0972 3.1871 2.0987 0.418
H 3.4424 5.0340 2.2345 0.430
H 1.1589 4.7074 1.4115 0.307
H 0.7892 2.4427 -1.9889 -0.884
H -1.9574 3.7360 -2.2798 0.535
H -1.7466 1.9861 -2.3162 0.216
H -0.9662 3.0004 -3.5320 0.433
H -0.2595 5.2219 -1.2601 0.335
H 0.6943 4.8164 -2.6857 0.463
H 1.4200 4.6792 -1.0864 0.344
H -0.9077 4.5907 0.7894 0.693
H -1.4589 2.3322 2.7732 -0.136
H -1.8464 4.0267 3.0714 0.628
H -0.1575 3.5052 2.9336 0.192
H -3.0560 2.4165 0.6393 0.129
H -2.8943 3.8095 -0.4277 0.316
H -3.3682 4.0406 1.2538 0.469
H 4.6294 0.3982 -1.0461 0.291
H 5.4668 1.0033 -3.2773 0.395
H 3.8965 1.0958 -5.1982 0.381
H 1.5612 0.4400 -4.9110 0.312
H -0.6283 0.8076 -4.1603 0.346
H -2.7362 -1.3461 -3.6715 0.347
H -2.9732 0.1732 -4.5381 0.483
H -2.6529 0.1869 -2.8011 -0.149
H -1.0727 -1.9419 -5.4023 0.366
H 0.4218 -1.0462 -5.6423 0.329
H -1.1096 -0.3721 -6.1918 0.442
H 0.8766 -2.7802 -1.7302 0.221
H -0.8683 -3.5967 -4.0510 0.397
H -1.6386 -3.0484 -2.5560 -0.057
H -0.5640 -4.4307 -2.5272 0.396
H 1.3567 -2.7664 -4.7458 0.204
H 1.8701 -3.9830 -3.5787 0.500
H 2.5589 -2.3610 -3.5103 0.246
F -7.0070 -2.3131 -0.8236 -0.319
C -5.6980 -2.3620 -0.6179 0.655
C -4.9536 -1.2113 -0.5668 -0.195
F -5.5315 -0.0243 -0.7218 -0.318
C -3.5945 -1.3122 -0.3662 -1.005
F -2.9030 -0.1174 -0.3295 0.494
C -2.8960 -2.4841 -0.1915 1.271
S -1.1705 -2.5351 0.1108 -0.162
C -3.6951 -3.6258 -0.2496 -0.451
F -3.1433 -4.8254 -0.0938 -0.355
C -5.0590 -3.5739 -0.4555 0.201
F -5.7719 -4.6919 -0.5025 -0.321
```